C31H59Al3BeCl4F10N4O10P2S | ωB97M-V with the def2-TZVPD basis set

```
125
Properties=species:S:1:pos:R:3:forces:R:3
C -0.4070 1.9121 -1.0790 -1.04 0.36 -0.27
C 0.8519 1.5044 -0.9182 0.79 -0.21 0.09
C 1.5160 1.0680 0.3383 -0.47 -2.76 -1.48
C 0.7378 0.1565 1.2993 1.72 0.56 1.65
P -0.6075 1.0824 2.2426 -0.40 -0.62 1.85
N -0.1383 2.7293 2.2289 -0.09 -0.33 -0.93
O -2.0259 1.1404 1.4078 0.37 0.19 -0.49
C 1.8337 -0.0383 2.4958 -0.91 -0.06 -0.48
N 2.0908 1.1217 3.2613 -0.10 0.01 0.19
C 3.4703 1.5064 3.4877 0.47 0.16 -0.09
C 4.1563 2.1642 2.2975 -0.25 0.96 0.87
C 3.7115 3.6349 2.1445 -0.14 -0.90 -0.68
C 1.5212 -1.4009 3.2076 1.78 4.02 1.14
C 2.7415 -1.6578 4.1210 -0.25 -1.39 -0.84
C 2.7487 -0.9728 5.4604 -0.43 0.35 0.78
C 4.1369 -0.8998 6.0397 -3.94 1.86 0.76
O 4.9856 -1.5379 5.6309 5.03 -3.43 -2.48
O 4.3552 -0.0441 7.0317 -0.03 0.81 1.42
N 0.3795 -1.2666 4.1160 1.85 5.05 -4.27
C -0.0026 -2.2231 4.6089 -1.41 -4.40 2.77
S -0.1436 -3.5603 5.3364 -1.00 -1.99 1.03
N 1.3662 -2.2391 2.0129 -1.08 -1.21 -0.27
C 2.5252 -3.1181 1.6390 1.20 0.63 0.30
C 2.0866 -4.4761 1.1780 -2.62 4.43 5.36
O 2.5693 -4.9627 0.3089 3.84 -4.70 -7.17
O 1.0872 -5.1661 1.8841 -0.83 0.32 -0.08
C 1.5136 -5.7320 3.0468 -4.11 -2.45 -1.13
C 0.6486 -6.8543 3.5031 -1.32 0.58 -0.90
O 2.4165 -5.3714 3.6440 5.08 2.27 2.62
C 0.5802 -1.3269 0.9468 -1.42 -0.32 -2.16
C 0.8798 -1.5381 -0.6239 -1.18 1.57 0.81
O -0.3301 -1.0968 -1.3355 0.61 -0.24 0.87
C -0.1985 -1.4762 -2.6538 0.69 -0.04 0.64
O -1.4522 -1.9113 -3.0871 -1.64 -0.81 -0.82
C -2.3076 -0.7727 -3.3587 -0.48 -0.09 -0.91
C -3.4348 -0.6341 -2.4054 -1.04 -0.60 0.67
O -3.8071 0.7083 -2.4208 0.06 0.87 0.06
P -1.2615 -1.9264 0.8889 -1.39 1.42 -0.76
C -1.2507 -3.7057 0.4035 0.03 0.76 1.01
O -1.9600 -1.9284 2.4175 0.89 -0.96 -0.29
H -1.2645 1.2760 -0.9915 -0.61 0.17 2.03
H -0.5841 2.9339 -1.3701 -0.16 -0.14 -2.08
H 1.4752 1.5011 -1.8022 1.14 1.94 0.19
H 1.8143 1.9667 0.8488 -0.19 0.47 0.39
H 2.4296 0.5533 0.0515 0.40 -0.09 0.12
H -0.9490 3.3019 2.0524 -0.18 0.21 -0.29
H 0.2260 2.9721 3.1302 0.24 0.14 0.29
H -2.6566 0.7323 2.0091 -0.23 -0.06 0.03
H 2.7725 -0.2525 1.9933 0.11 -0.13 -0.47
H 1.4798 1.2627 4.0460 -0.11 -0.13 0.15
H 3.4674 2.2434 4.2765 -0.04 0.23 0.40
H 4.1264 0.7138 3.8433 -0.14 -0.52 0.09
H 4.0297 1.6119 1.3833 -0.01 -0.34 -0.33
H 5.2072 2.1926 2.5405 0.47 -0.33 -0.10
H 2.9016 3.8800 2.8132 -0.24 0.14 0.29
H 4.5437 4.2958 2.3025 0.24 0.41 0.12
H 3.3433 3.7782 1.1401 -0.14 0.39 -0.35
H 3.6335 -1.4556 3.5562 0.44 0.26 -0.15
H 2.7908 -2.7236 4.3094 0.05 -0.37 0.20
H 2.1780 -1.5767 6.1570 -0.32 -0.13 0.29
H 2.3198 0.0138 5.5105 -0.25 0.29 -0.28
H 3.6149 -0.0381 7.6469 -0.21 0.38 -0.01
H 0.6351 -2.9351 2.1602 -0.08 -0.09 0.68
H 3.2455 -2.6056 0.8201 -1.68 -1.05 1.53
H 3.1787 -3.3674 2.4624 -0.32 0.29 0.80
H -0.3329 -6.6855 3.0800 -0.41 -0.15 -0.12
H 0.9795 -7.7967 3.1057 0.39 -0.42 0.07
H 0.5292 -6.8359 4.5682 0.39 -0.23 0.52
H 0.9691 -2.5689 -0.8810 0.10 -0.60 0.10
H 1.8124 -1.0110 -0.9828 -2.16 -0.14 0.48
H 0.5333 -2.2629 -2.7751 0.05 -0.52 -0.09
H 0.1234 -0.6250 -3.2401 -0.11 0.26 -0.42
H -1.7673 0.1606 -3.3559 0.55 0.12 0.06
H -2.7089 -0.9329 -4.3470 0.05 0.08 -0.51
H -4.3062 -1.2237 -2.7089 0.02 -0.43 -0.08
H -3.1629 -0.9760 -1.4114 0.36 0.02 0.31
H -4.4390 0.8467 -1.7127 -0.21 0.03 0.09
H -1.1267 -4.3140 1.2907 0.31 -0.49 0.08
H -0.5319 -3.9444 -0.3616 0.31 -0.18 -0.15
H -2.2548 -3.9257 0.0569 -0.31 0.03 -0.29
H -2.1125 -2.8426 2.7025 -0.20 0.01 0.58
Cl 3.1949 -2.2733 -0.8237 4.20 -0.32 -2.48
Be -2.6852 -3.6249 -2.9771 0.87 0.69 0.08
C -0.3980 9.3624 -2.0862 0.17 0.00 -0.02
C 0.2804 8.4556 -3.1098 -0.14 0.06 0.01
C -0.5619 7.2404 -3.4946 0.08 -0.04 -0.06
C -0.8715 6.2790 -2.3485 -0.15 0.02 0.13
C 0.3455 5.7007 -1.6319 -0.01 -0.09 -0.12
C 1.2223 4.8565 -2.5505 0.14 0.00 0.20
H -0.5761 8.8444 -1.1426 -0.03 0.00 0.00
H 0.2286 10.2292 -1.8710 -0.04 0.03 0.03
H -1.3552 9.7264 -2.4640 -0.03 -0.03 0.02
H 1.2569 8.1402 -2.7307 -0.01 -0.03 -0.01
H 0.4776 9.0381 -4.0132 0.05 -0.02 -0.01
H -0.0549 6.6987 -4.2974 -0.01 -0.02 0.00
H -1.5092 7.5832 -3.9200 -0.01 0.01 -0.01
H -1.4685 5.4505 -2.7435 0.00 0.01 -0.04
H -1.5068 6.7824 -1.6130 -0.01 0.03 -0.01
H -0.0060 5.0715 -0.8070 0.04 0.04 0.04
H 0.9427 6.4944 -1.1742 -0.02 0.02 -0.01
H 0.6451 4.0332 -2.9771 0.02 0.01 -0.08
H 2.0581 4.4308 -1.9908 0.01 -0.05 -0.05
H 1.6427 5.4414 -3.3690 -0.04 0.01 -0.02
F -5.6829 4.1305 -2.7408 -1.85 0.46 0.16
Al -4.8058 4.6750 -4.2335 2.12 0.81 -2.97
F -4.8537 6.3398 -4.2787 -0.30 -0.24 0.66
F -5.6861 4.0496 -5.5036 -0.19 -0.22 0.60
F -3.2243 4.1551 -4.2938 -0.43 -0.21 0.70
F -7.1209 -4.9990 -5.8600 0.19 0.09 0.13
Al -6.2491 -5.7491 -4.6302 -0.16 -0.07 0.02
F -4.9515 -6.6276 -5.2870 0.09 0.29 0.22
F -7.2476 -6.7680 -3.7377 0.19 0.15 0.04
F -5.5840 -4.5238 -3.5722 0.58 -0.12 -0.22
F -5.5619 -1.2147 0.0845 0.44 0.06 0.49
Al -4.4714 -1.4554 1.3518 -1.01 -1.88 0.85
Cl -7.2561 4.8113 -3.1724 0.72 -0.62 0.85
Cl -0.8895 -5.3040 -2.9965 -0.77 0.21 0.49
C 0.6611 -5.9874 -3.6391 0.87 0.03 -0.69
C 0.6758 -7.4852 -3.5334 -0.30 -0.17 0.15
Cl 0.7589 -8.0313 -1.8435 -0.03 0.03 0.02
H 1.4800 -5.5306 -3.0890 -0.19 0.10 0.24
H 0.7373 -5.6823 -4.6803 -0.20 0.02 -0.02
H 1.5580 -7.8695 -4.0418 0.07 0.13 -0.03
H -0.2056 -7.9287 -3.9901 -0.03 0.00 0.02
F -5.1272 -3.1929 3.1584 0.97 1.81 -1.90
```
Forces are in eV/Å.

Output
frontier orbital gap	2.867	eV

C33H34N5O6 | ωB97M-V with the def2-TZVPD basis set

```
78
Properties=species:S:1:pos:R:3:forces:R:3
C -4.5345 -0.3012 1.3237 0.70 0.07 -0.56
C -4.0232 -0.9005 -0.1144 -0.37 0.23 -0.68
O -5.0495 -1.8384 -0.6790 1.65 0.23 2.69
C -2.6299 -1.7600 -0.0263 -0.53 -1.00 -0.79
N -1.6235 -1.2261 0.9902 2.79 0.77 3.44
C -1.2599 -2.2092 2.1228 1.96 2.67 1.09
C -0.2070 -1.8593 3.3315 -1.09 2.18 -3.05
O 0.0242 -2.9204 4.3482 2.90 -0.21 -3.84
C 1.2022 -3.7572 3.9533 7.45 -1.37 2.57
N 2.4081 -4.2788 4.0391 -11.01 4.67 -1.00
C 0.4823 -0.3644 3.3548 -1.96 -1.03 -2.79
C 1.5268 0.0161 4.5602 1.46 -2.27 6.77
O 1.4884 -0.6432 5.7517 -0.55 4.07 -8.36
O 2.6132 1.0411 4.4612 -4.10 -1.19 0.40
C 0.0523 0.6683 2.1122 -0.57 -2.73 0.50
C 0.7219 2.2002 2.1223 -0.72 -0.24 0.34
O 2.0311 2.2040 1.3903 -4.38 -3.81 0.59
O 2.5929 3.3944 1.5706 0.69 4.61 1.29
C -1.0071 0.1864 0.9110 1.21 -1.01 2.58
C -1.3715 1.2409 -0.3341 0.11 -0.40 -0.98
C -0.9720 0.6009 -1.8253 0.76 -1.89 -3.12
C 0.3249 -0.4087 -1.9797 -2.46 0.69 -3.50
C 0.6708 -1.0703 -3.4613 -3.58 2.37 -0.01
C -0.2755 -0.7422 -4.7778 -0.87 1.90 3.96
C -1.5553 0.2993 -4.6162 2.75 -1.44 3.35
C -1.8951 0.9519 -3.1501 2.94 -2.54 -0.61
H -5.6127 0.1657 1.2385 2.20 -1.27 0.08
H -3.8186 0.5711 1.6535 -1.31 -1.78 -0.46
H -4.4745 -1.1833 2.1021 -0.33 1.89 -1.35
H -3.8521 -0.0647 -0.9470 -0.66 -1.85 1.90
H -5.2225 -2.4919 0.0839 0.15 1.38 -1.77
H -2.9415 -2.8676 0.2891 0.90 2.49 -0.45
H -2.0711 -1.8563 -1.0686 -1.26 0.48 2.15
H -1.7794 -3.2795 2.1369 1.21 2.69 -0.27
H 2.4603 1.6741 5.2489 0.41 -1.73 -1.39
H 0.8844 2.5749 3.2438 -0.17 -1.20 -2.30
H -0.0314 2.9956 1.6499 1.50 -1.72 0.70
H 1.8762 4.0393 1.8652 1.15 -0.93 -0.74
H -0.7749 2.2531 -0.2602 -1.00 -2.26 0.41
H -2.5237 1.5521 -0.3177 2.53 -0.98 0.10
H 0.9957 -0.6892 -1.0586 -1.46 0.70 -1.99
H 1.5691 -1.8021 -3.6256 -1.89 1.63 0.57
H -0.0444 -1.2440 -5.8228 -0.48 1.24 2.51
H -2.2057 0.5006 -5.5679 1.31 -0.26 2.22
H -2.8122 1.6749 -3.0690 1.99 -1.53 -0.05
N 3.3076 0.5986 -5.5350 0.67 0.60 0.38
C 4.2286 1.1290 -6.3692 -0.68 -0.43 0.45
C 5.2206 2.0073 -5.9634 -0.02 0.06 0.28
C 5.2712 2.3686 -4.6213 0.01 0.01 0.00
C 4.3352 1.8405 -3.7380 0.17 0.08 -0.21
C 3.3831 0.9665 -4.2376 -0.07 -0.28 -0.86
H 4.1455 0.8192 -7.4068 0.05 0.04 0.07
H 5.9362 2.4005 -6.6767 -0.08 -0.05 0.05
H 6.0337 3.0557 -4.2663 -0.09 -0.08 -0.05
H 4.3474 2.1026 -2.6862 -0.01 -0.04 -0.08
H 2.6331 0.5247 -3.5874 0.09 0.13 -0.03
N -1.3193 5.1267 1.4779 -0.35 0.70 0.23
C -2.6384 5.2358 1.7487 0.79 -0.12 -0.18
C -3.2699 6.4358 2.0336 0.17 0.12 -0.02
C -2.5033 7.5962 2.0461 0.02 0.01 -0.01
C -1.1416 7.5160 1.7731 -0.23 -0.04 0.04
C -0.6012 6.2706 1.4957 -0.36 -0.74 -0.02
H -3.1930 4.3021 1.7300 -0.03 0.09 0.02
H -4.3336 6.4649 2.2411 0.11 -0.03 -0.02
H -2.9630 8.5553 2.2666 0.06 -0.13 -0.03
H -0.5167 8.4018 1.7756 -0.05 -0.12 -0.01
H 0.4559 6.1564 1.2727 -0.05 0.11 -0.01
N 2.2058 -6.7685 -0.0671 -0.64 -0.33 0.73
C 2.2310 -6.2698 1.1883 0.07 -0.24 -0.91
C 1.4374 -6.7424 2.2213 -0.25 -0.24 0.02
C 0.5605 -7.7879 1.9522 -0.03 -0.02 -0.07
C 0.5102 -8.3213 0.6685 -0.02 0.11 0.26
C 1.3457 -7.7841 -0.2976 0.63 0.67 0.01
H 2.9291 -5.4531 1.3475 -0.04 -0.07 0.06
H 1.5012 -6.3056 3.2115 0.05 -0.20 -0.23
H -0.0783 -8.1839 2.7363 0.08 0.02 -0.08
H -0.1628 -9.1361 0.4265 0.08 0.06 0.00
H 1.3461 -8.1687 -1.3137 -0.02 0.00 0.10
```
Forces are in eV/Å.

Output
net charge	+1
frontier orbital gap	5.462	eV

C4H3CsO4 | ωB97M-V with the def2-TZVPD basis set

```
12
Properties=species:S:1:pos:R:3:forces:R:3
C 1.1001 -0.3413 -1.3037 0.56 -1.10 0.37
C 0.7482 -0.3692 -0.0245 2.12 3.39 3.47
H 2.1332 -0.5978 -1.5376 -0.30 0.11 0.01
O -0.4558 0.1362 0.4327 -2.30 -0.06 -1.08
C -0.3211 0.5562 1.6901 -1.43 -1.23 1.27
O -0.9604 0.1451 2.6041 0.46 1.07 -0.30
Cs -2.0351 0.4324 6.9212 0.01 -0.01 -0.09
O -1.0888 -0.0633 -2.3503 -0.64 0.16 0.28
C 0.2349 -0.1003 -2.4925 0.63 0.73 -1.25
O 0.7244 0.1084 -3.5785 -0.16 -0.53 1.04
H -1.3721 0.1411 -1.4483 0.11 -0.29 0.01
H 1.2924 -0.0474 1.0873 0.94 -2.23 -3.73
```
Forces are in eV/Å.

Output
net charge	+1
multiplicity	2
frontier orbital gap (alpha / beta)	8.320 / 8.214	eV
<S²>	0.754